1.
{"formula": "CH2OS2", "method": "ωB97M-V/def2-TZVPD", "elements": ["S", "S", "O", "C", "H", "H"], "positions_angstrom": [[1.091, 1.354, -0.124], [0.487, -1.325, -0.063], [1.727, -0.133, 0.240], [-0.762, -0.001, -0.124], [-1.080, 0.199, 0.981], [-1.464, -0.094, -0.910]], "total_energy_ha": -910.77115, "multiplicity": 1}

---

2.
{"formula": "CH2OS3", "method": "ωB97M-V/def2-TZVPD", "elements": ["S", "S", "S", "O", "C", "H", "H"], "positions_angstrom": [[-1.082, -1.221, -0.734], [-1.166, 0.405, 1.413], [1.286, -0.548, 1.602], [-0.005, 1.246, -0.819], [-0.733, 0.348, -0.244], [1.562, -1.312, 0.587], [0.139, 1.083, -1.805]], "total_energy_ha": -1308.99026, "multiplicity": 1}

---

3.
{"formula": "CH2OS3", "method": "ωB97M-V/def2-TZVPD", "elements": ["S", "S", "S", "O", "C", "H", "H"], "positions_angstrom": [[-2.944, -0.313, 0.703], [1.349, -1.396, -0.604], [-2.539, 1.567, 0.658], [-1.990, -1.107, -0.071], [1.879, 0.115, -0.337], [2.382, 0.764, -1.089], [1.863, 0.370, 0.741]], "total_energy_ha": -1309.02808, "multiplicity": 1}

---

4.
{"formula": "CH2P2S", "method": "ωB97M-V/def2-TZVPD", "elements": ["S", "P", "P", "C", "H", "H"], "positions_angstrom": [[-1.432, -0.016, -2.601], [0.472, -0.974, 1.481], [0.232, -0.569, -1.924], [0.561, 0.245, 0.307], [0.101, 1.297, 0.373], [0.065, 0.018, 2.365]], "total_energy_ha": -1120.07524, "multiplicity": 1}

---

5.
{"formula": "CH35O17", "method": "ωB97M-V/def2-TZVPD", "elements": ["O", "O", "O", "O", "O", "O", "O", "O", "O", "O", "O", "O", "O", "O", "O", "O", "O", "C", "H", "H", "H", "H", "H", "H", "H", "H", "H", "H", "H", "H", "H", "H", "H", "H", "H", "H", "H", "H", "H", "H", "H", "H", "H", "H", "H", "H", "H", "H", "H", "H", "H", "H", "H"], "positions_angstrom": [[3.058, 1.929, 2.278], [4.044, -1.589, -0.527], [-1.936, -3.171, -1.018], [2.175, 1.942, -2.146], [0.940, 4.082, 1.104], [-0.648, 1.278, 3.065], [-1.469, 2.905, 1.027], [-2.095, -2.602, 1.192], [2.454, -2.169, -2.325], [-3.095, -0.267, -1.950], [2.750, -0.623, 0.813], [0.703, -3.294, 0.138], [0.268, -1.386, 2.386], [-2.438, 2.634, -1.399], [1.135, -0.164, -0.889], [-3.348, -0.045, 0.917], [-0.468, -1.387, -2.723], [0.020, 0.261, -0.031], [-0.295, -0.677, 0.520], [3.655, -1.245, 0.264], [0.212, -0.443, 2.485], [1.120, 4.300, 0.290], [-1.947, 3.735, 1.120], [-1.178, -0.800, -2.972], [-0.155, -3.380, -0.326], [2.451, 2.482, -1.417], [3.782, 2.450, 2.217], [0.126, 1.301, 0.396], [2.359, -0.446, -0.013], [1.598, -2.655, -2.514], [-2.561, -3.462, 1.509], [3.448, -2.157, -0.989], [-2.345, -3.598, -1.739], [-0.492, -1.527, 1.558], [-2.629, 0.355, -1.473], [2.658, 1.616, 1.495], [2.026, -1.350, -1.951], [2.020, -0.728, 1.353], [-0.756, 0.397, -0.685], [1.716, 1.256, -1.716], [-2.158, 2.181, -0.598], [-1.425, 1.239, 3.702], [1.690, 3.635, 1.590], [-3.121, -0.908, 1.217], [-3.193, 0.035, -2.832], [-2.278, -2.973, 0.393], [-1.351, -2.584, -1.533], [0.083, -0.823, -2.061], [0.816, -2.344, 0.202], [-0.566, 3.443, 1.030], [-0.946, 2.076, 2.557], [-1.736, 2.689, -1.935], [-2.668, 0.553, 0.951]], "total_energy_ha": -1338.02294, "charge": -1, "multiplicity": 1}

---

6.
{"formula": "CH37O18", "method": "ωB97M-V/def2-TZVPD", "elements": ["O", "O", "O", "O", "O", "O", "O", "O", "O", "O", "O", "O", "O", "O", "O", "O", "O", "O", "C", "H", "H", "H", "H", "H", "H", "H", "H", "H", "H", "H", "H", "H", "H", "H", "H", "H", "H", "H", "H", "H", "H", "H", "H", "H", "H", "H", "H", "H", "H", "H", "H", "H", "H", "H", "H", "H"], "positions_angstrom": [[11.199, 4.028, -10.317], [9.070, 0.763, -12.963], [13.160, -1.320, -7.925], [8.811, 0.028, -10.081], [13.082, -2.162, -12.398], [14.648, -0.050, -14.042], [11.032, -2.736, -9.187], [14.850, 0.568, -9.653], [12.624, 1.670, -10.645], [15.590, 1.771, -11.907], [10.275, 0.206, -7.683], [12.694, 1.972, -13.262], [12.127, 2.227, -8.044], [9.051, 2.633, -9.266], [14.219, 3.866, -10.854], [10.333, 3.244, -13.032], [11.591, -0.400, -14.420], [10.153, -1.788, -11.785], [11.930, 0.488, -10.874], [10.944, 4.245, -11.229], [14.071, 1.083, -9.980], [9.670, 3.210, -9.621], [15.412, 1.131, -9.111], [9.803, 0.317, -12.550], [13.438, 2.478, -13.640], [9.461, 0.486, -7.249], [11.761, 0.378, -13.904], [12.235, 1.828, -8.931], [13.637, 3.121, -10.788], [12.782, 2.975, -8.009], [15.467, 0.431, -14.039], [9.325, 1.672, -12.879], [10.530, -2.465, -8.379], [10.922, 0.886, -7.550], [14.090, 0.410, -13.419], [14.354, 4.067, -9.918], [9.086, 1.854, -9.779], [12.772, -1.542, -11.762], [9.137, -0.429, -10.865], [10.537, 4.020, -13.543], [10.561, -2.067, -11.018], [9.391, -0.128, -9.336], [15.534, 1.089, -11.224], [11.104, 0.618, -11.538], [12.467, -0.750, -14.589], [12.327, -1.437, -8.355], [11.624, 3.177, -10.415], [13.976, -2.237, -12.141], [15.130, 2.532, -11.517], [9.415, -2.374, -11.930], [13.671, -0.928, -8.661], [11.177, 2.811, -13.053], [11.858, -3.122, -8.889], [11.702, 0.021, -9.955], [12.897, 1.834, -12.343], [12.664, -0.247, -11.295]], "total_energy_ha": -1414.68579, "charge": -1, "multiplicity": 1}

---

7.
{"formula": "CH3Br2P", "method": "ωB97M-V/def2-TZVPD", "elements": ["Br", "Br", "P", "C", "H", "H", "H"], "positions_angstrom": [[1.112, 2.021, 0.532], [-2.074, -1.563, -0.076], [-1.363, 0.192, 1.055], [-0.038, 0.706, -0.271], [-0.467, -0.636, 1.924], [0.623, -0.468, -0.360], [-0.419, 1.030, -1.178]], "total_energy_ha": -5529.25255, "multiplicity": 1}

---

8.
{"formula": "CH3Br2P", "method": "ωB97M-V/def2-TZVPD", "elements": ["Br", "Br", "P", "C", "H", "H", "H"], "positions_angstrom": [[2.645, -1.481, -0.567], [0.154, 2.225, 1.506], [-0.659, 0.164, 1.433], [-0.628, -0.133, -0.364], [-0.805, -1.141, -0.649], [0.454, -0.342, -0.526], [-1.161, 0.709, -0.834]], "total_energy_ha": -5529.18373, "multiplicity": 1}

---

9.
{"formula": "CH3BrCl2Si", "method": "ωB97M-V/def2-TZVPD", "elements": ["Br", "Cl", "Cl", "Si", "C", "H", "H", "H"], "positions_angstrom": [[-2.470, 0.966, 0.149], [2.449, 2.032, -0.145], [-1.212, -1.867, -0.409], [0.915, 0.348, -0.241], [-0.984, -0.313, 0.514], [0.401, 0.228, -1.709], [1.855, -0.650, 0.238], [-0.955, -0.744, 1.603]], "smiles": "Cl[SiH2][C@H](Cl)Br", "total_energy_ha": -3823.76945, "multiplicity": 1}

---

10.
{"formula": "CH3BrClN", "method": "ωB97M-V/def2-TZVPD", "elements": ["Br", "Cl", "N", "C", "H", "H", "H"], "positions_angstrom": [[0.971, -0.641, -1.943], [-0.917, -1.478, 0.927], [0.719, 0.364, -0.413], [-0.499, 0.200, 0.300], [1.554, 0.096, 0.233], [-0.615, 0.786, 1.181], [-1.213, 0.674, -0.285]], "smiles": "ClCNBr", "total_energy_ha": -3128.81490, "multiplicity": 1}

---

11.
{"formula": "CH3BrClP", "method": "ωB97M-V/def2-TZVPD", "elements": ["Br", "Cl", "P", "C", "H", "H", "H"], "positions_angstrom": [[0.588, 3.720, 0.536], [-2.385, 3.241, -0.590], [-0.486, 2.893, -1.102], [0.142, 0.082, 0.090], [1.191, 0.156, 0.428], [-0.003, -0.129, -0.993], [-0.638, 0.359, 0.680]], "total_energy_ha": -3415.39104, "multiplicity": 1}

---

12.
{"formula": "CH3BrNO2S", "method": "ωB97M-V/def2-TZVPD", "elements": ["Br", "S", "O", "O", "N", "C", "H", "H", "H"], "positions_angstrom": [[-2.607, -1.312, -0.176], [-0.222, 0.592, 0.008], [-0.610, 1.628, -0.966], [-0.606, 0.914, 1.394], [1.574, 0.719, -0.054], [-0.698, -1.677, -0.219], [1.928, -0.261, 0.202], [-0.431, -1.443, 0.893], [1.672, 0.840, -1.083]], "total_energy_ha": -3217.28212, "charge": -1, "multiplicity": 1}